No. 1
{"formula": "C5H6O2", "method": "ωB97M-V/def2-TZVPD", "elements": ["C", "C", "C", "C", "C", "O", "O", "H", "H", "H", "H", "H", "H"], "xyz": [[0.683609, 0.965625, -1.180018], [0.050526, 0.352094, 0.022489], [0.625454, -0.121543, 1.301480], [-0.180521, -1.113143, 0.455133], [-1.551799, -0.682530, 0.258963], [-2.436424, -1.365362, -0.163861], [-1.358026, 0.684932, 0.198699], [0.690890, 2.057953, -1.091520], [0.106556, 0.696087, -2.069991], [1.708412, 0.606208, -1.290995], [0.216039, 0.257467, 2.241300], [1.711270, -0.222954, 1.299107], [-0.265988, -2.114834, 0.019214]], "atomic_forces_ev_per_a": [[0.0, -0.1, 0.0], [0.3, 0.1, -0.2], [-0.1, -0.1, 0.0], [-0.4, 0.0, 0.0], [-0.7, -0.3, -0.2], [-0.7, 0.9, 0.4], [-0.2, 0.0, -0.1], [0.0, -0.2, 0.0], [0.1, 0.1, 0.1], [-0.1, 0.1, 0.0], [0.0, -0.2, -0.3], [-0.3, -0.2, -0.1], [2.0, 0.1, 0.3]], "mulliken_charge": [-1.2915, 0.9915, -0.6920, -0.2396, 0.3910, -0.5542, -0.4233, 0.3159, 0.3333, 0.3320, 0.2424, 0.2576, 0.3370], "total_charge": 0, "lumo_ev": 0.75, "relative_energy_kcal_mol": 50.0, "multiplicity": 1, "total_energy_ha": -344.522168}

---

No. 2
{"formula": "C11H22B3BrO5S", "method": "ωB97M-V/def2-TZVPD", "elements": ["C", "C", "B", "O", "B", "C", "O", "C", "C", "C", "O", "B", "C", "Br", "C", "C", "O", "H", "H", "H", "H", "H", "H", "H", "H", "H", "H", "H", "H", "H", "H", "H", "H", "C", "S", "O", "C", "H", "H", "H", "H", "H", "H"], "xyz": [[2.731574, 4.804236, 1.779852], [2.590729, 4.025552, 0.876613], [2.387564, 3.047693, -0.276116], [1.150089, 2.859000, -0.861585], [0.725795, 1.546515, -0.757079], [-0.803068, 1.178119, -0.773045], [-1.559226, 2.274428, -0.283208], [-2.702827, 1.868516, 0.449479], [-2.373490, 1.292629, 1.845004], [-0.991536, 1.728865, 2.361608], [1.691864, 0.553676, -0.623627], [3.033111, 0.884790, -0.748900], [4.121402, -0.237438, -0.951086], [5.079463, -0.393086, 0.746887], [3.597316, -1.570316, -1.520632], [3.382943, -2.719247, -0.526822], [3.412758, 2.211225, -0.700783], [2.900805, 5.535326, 2.539495], [-1.115727, 0.910590, -1.795876], [-0.942711, 0.285363, -0.149457], [-3.297771, 1.167139, -0.149349], [-3.310358, 2.767714, 0.581581], [-3.131955, 1.639048, 2.551069], [-2.433642, 0.203810, 1.813870], [-0.214012, 1.031306, 2.030604], [-0.710564, 2.720459, 2.004389], [-0.968157, 1.701471, 3.452754], [4.872707, 0.168272, -1.631556], [2.643393, -1.371011, -2.015455], [4.296073, -1.908713, -2.290212], [4.300066, -3.288984, -0.378546], [2.638605, -3.410088, -0.932396], [3.009156, -2.365738, 0.434206], [-2.123560, -3.232156, -0.288103], [-3.299437, -1.887747, -0.483578], [-3.785959, -1.541469, 0.877068], [-4.591428, -2.868863, -1.255449], [-1.250130, -2.831056, 0.222778], [-2.576820, -4.020793, 0.312037], [-1.835172, -3.607970, -1.269868], [-4.871089, -3.682195, -0.586324], [-4.233475, -3.256050, -2.209430], [-5.443296, -2.212823, -1.420812]], "atomic_forces_ev_per_a": [[0.2, 0.3, 0.1], [0.0, 0.1, -0.3], [0.2, 0.0, -0.5], [0.0, -0.2, 0.8], [0.0, 0.1, -0.3], [0.2, 0.1, 0.0], [0.0, -0.2, -0.1], [-0.3, 0.2, 0.2], [0.4, 0.0, -0.2], [0.0, -0.3, 0.0], [0.1, 0.1, -0.1], [0.1, -0.1, 0.0], [-0.2, 0.1, -0.6], [0.1, 0.0, 0.1], [0.2, -0.2, 0.2], [-0.2, 0.0, -0.3], [-0.3, -0.2, 0.6], [-0.1, -0.2, 0.0], [-0.1, -0.1, 0.1], [0.0, 0.0, -0.1], [0.0, -0.1, 0.1], [0.2, 0.0, -0.1], [-0.1, -0.1, -0.1], [-0.1, 0.1, 0.1], [0.0, 0.1, -0.1], [-0.1, 0.0, 0.2], [0.0, 0.1, -0.1], [0.0, 0.0, 0.1], [0.1, 0.1, 0.0], [-0.1, 0.0, 0.0], [0.0, 0.1, 0.2], [0.1, 0.0, 0.0], [0.1, 0.0, 0.0], [0.0, 0.0, 0.0], [0.0, 0.0, -0.1], [0.0, 0.0, 0.0], [0.0, 0.0, 0.0], [0.0, 0.0, 0.0], [0.0, 0.0, 0.0], [0.0, 0.0, 0.0], [0.0, 0.0, 0.0], [0.0, 0.0, 0.0], [0.0, 0.0, 0.0]], "mulliken_charge": [0.2323, -0.5629, 0.5803, -0.2817, 0.2404, -0.2855, -0.4340, -0.3567, -0.2732, -0.9122, -0.6275, 0.3775, -0.2411, -0.1649, -0.1835, -1.3763, -0.4192, 0.4090, 0.2035, 0.2153, 0.1828, 0.3502, 0.4510, 0.0855, 0.0470, 0.2516, 0.4477, 0.3734, 0.1642, 0.3796, 0.3668, 0.3611, 0.3971, -1.0470, 0.7287, -0.6533, -1.1208, 0.2994, 0.3790, 0.3692, 0.3319, 0.3735, 0.3419], "total_charge": 0, "lumo_ev": 0.34, "relative_energy_kcal_mol": 0.0, "multiplicity": 1, "total_energy_ha": -3855.482534}

---

No. 3
{"formula": "C2H5NS", "method": "ωB97M-V/def2-TZVPD", "elements": ["C", "C", "N", "S", "H", "H", "H", "H", "H"], "xyz": [[-0.433846, 0.500288, 0.452747], [0.991424, 0.117396, -0.136896], [-1.166748, -0.362006, -0.511310], [0.205301, -0.866242, -1.382377], [-0.611455, 0.287927, 1.442675], [-0.694963, 1.426856, 0.012991], [1.525532, 1.034067, -0.457975], [1.558887, -0.574435, 0.383419], [-1.374133, -1.563851, 0.196727]], "atomic_forces_ev_per_a": [[2.0, -1.2, -3.9], [-0.8, 2.2, 0.1], [-2.8, -5.9, 3.4], [0.5, 0.2, -2.1], [-0.5, 0.1, 2.2], [-0.1, 1.7, 0.8], [0.1, -0.9, 0.1], [1.4, -0.6, 1.7], [0.1, 4.4, -2.2]], "mulliken_charge": [-0.4578, -0.4016, -0.4260, -0.0691, 0.3355, 0.2239, 0.2783, 0.2857, 0.2312], "total_charge": 0, "lumo_ev": 0.55, "relative_energy_kcal_mol": 83.1, "multiplicity": 1, "total_energy_ha": -532.010139}